# 1
Formula: C17H27NO2
Source: the OMol25 dataset
Level of theory: the ωB97M-V functional and the def2-TZVPD basis

As for the spin multiplicity: 1. As for the SMILES: CCCCCCCCC(=O)Nc1cc(C)ccc1OC. The energy relative to the best compared isomer or geometry (same formula, charge and spin) is 20.2 kJ/mol.

Structure (XYZ):
```
47
Properties=species:S:1:pos:R:3:forces:R:3
C 4.2433 -2.2821 2.2081 -0.001 0.234 0.059
C 3.5559 -1.2473 3.0924 0.026 -0.237 0.087
C 2.3634 -1.8169 3.8750 -0.100 0.328 -0.004
C 1.0008 -1.4876 3.2628 0.182 -0.305 -0.033
C 0.7875 -2.0916 1.8777 -0.297 0.290 0.203
C -0.6157 -1.7977 1.3515 0.147 -0.269 -0.128
C -0.9235 -2.4993 0.0274 -0.002 0.169 0.102
C 0.0512 -2.1250 -1.0965 0.036 -0.040 0.125
C 0.2157 -0.6183 -1.2284 -0.024 -0.604 -0.132
O 1.2516 -0.0462 -0.9669 0.242 0.212 0.125
N -0.9193 -0.0095 -1.6632 -0.582 -0.005 -0.174
C -1.1730 1.3476 -1.8749 -0.097 0.172 -0.024
C -0.2343 2.3445 -1.6707 0.015 -0.015 0.005
C -0.5458 3.6792 -1.9042 -0.234 0.044 -0.121
C 0.4787 4.7447 -1.6572 -0.040 -0.013 0.084
C -1.8182 3.9993 -2.3460 0.184 0.014 0.052
C -2.7730 3.0142 -2.5545 -0.178 -0.236 -0.022
C -2.4645 1.6867 -2.3228 0.043 -0.028 0.026
O -3.3311 0.6289 -2.4964 0.572 0.124 0.167
C -4.6320 0.9071 -2.9494 -0.266 0.009 -0.087
H 3.5528 -2.6961 1.4791 -0.058 -0.100 -0.114
H 4.6345 -3.0988 2.8123 0.038 -0.103 0.024
H 5.0731 -1.8274 1.6711 0.097 -0.045 -0.101
H 3.2203 -0.4114 2.4764 0.009 0.119 0.005
H 4.2948 -0.8561 3.7956 -0.019 0.081 -0.043
H 2.3748 -1.4143 4.8907 0.013 -0.087 0.035
H 2.4679 -2.9012 3.9562 0.009 -0.078 0.079
H 0.8915 -0.4024 3.1973 -0.052 0.068 0.034
H 0.2210 -1.8559 3.9361 -0.070 0.063 -0.006
H 0.9382 -3.1733 1.9265 0.082 -0.091 -0.049
H 1.5172 -1.6675 1.1898 0.124 -0.079 -0.093
H -1.3537 -2.1194 2.0917 -0.021 0.082 0.021
H -0.7272 -0.7183 1.2240 -0.069 0.077 0.057
H -1.9447 -2.2467 -0.2710 -0.035 -0.095 -0.020
H -0.8837 -3.5815 0.1733 -0.069 -0.013 -0.039
H 1.0347 -2.5477 -0.8932 -0.006 0.099 -0.081
H -0.3076 -2.5342 -2.0439 0.052 -0.016 -0.024
H -1.7219 -0.5926 -1.8575 0.181 -0.047 0.056
H 0.7490 2.0678 -1.3283 0.045 -0.034 0.002
H 1.4801 4.3648 -1.8427 0.102 0.042 -0.015
H 0.3019 5.6089 -2.2932 0.043 0.076 -0.026
H 0.4313 5.0737 -0.6186 0.069 0.075 0.049
H -2.0800 5.0300 -2.5349 -0.017 0.112 -0.029
H -3.7537 3.3004 -2.9002 -0.102 -0.030 -0.032
H -4.6210 1.3783 -3.9373 0.008 -0.005 0.051
H -5.1738 1.5476 -2.2462 0.036 -0.014 -0.035
H -5.1337 -0.0575 -3.0168 -0.015 0.101 -0.015
```
Positions in Å, forces in eV/Å.

# 2
Formula: C17H27NO4
Source: the OMol25 dataset
Level of theory: the ωB97M-V functional and the def2-TZVPD basis

As for the spin multiplicity: 1. As for the SMILES: CC(C)(C)NC[C@@H](O)COc1cccc2c1C[C@@H](O)[C@@H](O)C2. The energy relative to the best compared isomer or geometry (same formula, charge and spin) is 73.4 kJ/mol.

Structure (XYZ):
```
49
Properties=species:S:1:pos:R:3:forces:R:3
C 3.0052 1.2033 -2.2949 -0.164 0.004 0.282
C 2.4857 1.3460 -0.8603 -0.013 0.217 -0.245
C 0.9602 1.5005 -0.8992 0.283 -0.035 0.024
C 3.1215 2.5837 -0.2076 -0.151 -0.293 -0.103
N 2.8264 0.0981 -0.1789 0.215 -0.127 -0.059
C 2.5090 -0.0267 1.2289 0.192 -0.220 0.241
C 2.5102 -1.5152 1.6280 -0.418 0.138 -0.648
O 2.2157 -1.6808 2.9894 -0.145 0.015 0.401
C 1.5195 -2.2817 0.7389 0.712 -0.213 0.037
O 0.2304 -1.7591 0.9996 -0.204 0.131 -0.015
C -0.7092 -1.7956 0.0144 -0.278 0.018 -0.189
C -0.6179 -2.5766 -1.1282 0.300 -0.055 0.254
C -1.6195 -2.5141 -2.0835 -0.153 0.081 -0.039
C -2.7014 -1.6785 -1.9071 0.055 -0.074 -0.066
C -2.8164 -0.9064 -0.7540 0.089 -0.084 -0.072
C -1.8292 -0.9707 0.2193 0.225 -0.086 0.134
C -1.8802 -0.1649 1.4884 -0.254 0.096 0.133
C -3.2135 0.5598 1.7148 0.070 0.046 -0.519
O -3.0797 1.5790 2.6761 0.055 0.246 0.220
C -3.7257 1.1371 0.3839 -0.489 -0.503 0.322
O -2.8028 2.0724 -0.1354 0.297 0.187 -0.083
C -4.0106 -0.0048 -0.5882 0.012 0.288 0.176
H 2.7415 2.0769 -2.8847 0.009 0.110 -0.078
H 4.0883 1.0990 -2.3017 0.164 -0.011 -0.016
H 2.5707 0.3216 -2.7585 -0.054 -0.101 -0.075
H 0.6830 2.2581 -1.6276 -0.053 0.128 -0.059
H 0.5031 0.5549 -1.1819 -0.098 -0.124 -0.060
H 0.5728 1.8103 0.0681 -0.122 0.031 0.140
H 4.2046 2.4793 -0.1719 0.128 0.012 0.002
H 2.7541 2.7175 0.8072 -0.028 0.048 0.124
H 2.8798 3.4756 -0.7798 -0.017 0.158 -0.034
H 3.8109 -0.1041 -0.3210 -0.021 0.056 -0.033
H 3.2037 0.5074 1.8959 -0.148 -0.035 -0.034
H 1.5042 0.3615 1.4019 0.012 0.024 0.053
H 3.5100 -1.9377 1.4823 -0.079 0.002 -0.090
H 1.2836 -1.4601 3.1112 0.039 -0.007 0.037
H 1.8070 -2.1158 -0.3030 -0.109 -0.041 0.109
H 1.5473 -3.3528 0.9748 -0.030 0.105 -0.014
H 0.2197 -3.2387 -1.2782 0.098 -0.041 0.005
H -1.5436 -3.1226 -2.9719 0.015 -0.056 -0.081
H -3.4726 -1.6212 -2.6606 -0.088 0.015 -0.100
H -1.6754 -0.8182 2.3388 0.040 0.098 0.030
H -1.0762 0.5798 1.4731 -0.013 0.003 0.072
H -3.9571 -0.1370 2.1140 0.021 0.019 -0.104
H -2.6909 2.3426 2.2277 0.016 -0.070 0.017
H -4.6370 1.7154 0.5735 0.101 -0.141 0.017
H -2.0555 1.5822 -0.5003 0.076 0.039 -0.047
H -4.2968 0.4077 -1.5586 -0.040 -0.025 0.044
H -4.8571 -0.5861 -0.2130 -0.052 0.026 -0.009
```
Positions in Å, forces in eV/Å.

# 3
Formula: C17H27NO4Si
Source: the OMol25 dataset
Level of theory: the ωB97M-V functional and the def2-TZVPD basis

As for the spin multiplicity: 1. As for the SMILES: C[Si](C)(/C=C/CN1C[C@H](O)[C@@H](O)[C@H](O)[C@H]1CO)c1ccccc1. The energy relative to the best compared isomer or geometry (same formula, charge and spin) is 0.0 kJ/mol.

Structure (XYZ):
```
50
Properties=species:S:1:pos:R:3:forces:R:3
C -1.8775 2.6283 -0.1589 0.906 -0.091 -0.438
Si -0.0369 2.5623 -0.6431 -0.874 0.073 -0.199
C 0.7321 4.1662 -0.1144 0.148 -0.258 0.341
C 0.8045 1.0490 -0.0547 -0.256 0.453 0.274
C 1.4392 0.8634 1.0844 0.413 -0.957 0.440
C 1.9209 -0.4883 1.5562 -0.131 -1.130 0.339
N 0.9235 -1.5268 1.2336 -0.070 -0.577 -0.305
C 1.3962 -2.9390 1.1086 -0.030 1.051 -0.006
C 0.2959 -3.8317 0.4684 0.569 0.876 0.382
O 0.0145 -3.4236 -0.8621 -0.271 0.030 0.425
C -1.0300 -3.7295 1.2889 0.431 0.024 -1.966
O -0.8653 -4.3780 2.5118 0.053 -0.076 0.899
C -1.4430 -2.2600 1.4360 -0.173 0.799 1.340
O -1.9319 -1.7103 0.2088 -0.221 -0.107 -0.027
C -0.3281 -1.3637 2.0039 0.758 0.940 -0.139
C -0.1012 -1.3571 3.5381 0.151 -0.040 0.238
O 0.6315 -2.5046 3.9656 0.062 0.678 0.044
C 0.0374 2.4154 -2.4844 0.804 0.167 1.609
C -1.0347 2.0456 -3.2231 -0.970 0.574 -0.683
C -1.0017 2.2377 -4.5878 -1.237 -1.360 -0.264
C 0.1364 2.5956 -5.2326 0.478 -0.058 -0.423
C 1.2651 2.7845 -4.4859 0.957 0.647 0.223
C 1.2175 2.7405 -3.1113 0.171 -0.009 -0.705
H -2.3805 1.6777 -0.1065 -0.173 -0.486 -0.193
H -2.3727 3.2603 -0.8946 -0.202 0.110 0.133
H -1.9396 3.0576 0.8208 -0.197 0.462 0.589
H 1.8193 4.0229 -0.1030 -0.151 0.331 0.183
H 0.3448 4.4088 0.8823 0.379 0.083 -0.044
H 0.4746 4.9830 -0.7827 0.000 0.052 -0.114
H 0.6302 0.2041 -0.6874 -0.091 -0.759 -0.216
H 1.6590 1.6603 1.7477 0.096 0.949 0.536
H 2.1822 -0.5460 2.6432 -0.169 0.498 -0.615
H 2.8668 -0.6972 1.0455 -0.155 -0.283 -0.144
H 2.3397 -2.9548 0.5274 -0.734 0.085 -0.167
H 1.6923 -3.3079 2.0831 -0.035 -0.458 0.303
H 0.7209 -4.8467 0.4353 -0.567 0.143 0.067
H -0.5960 -2.6679 -0.7745 0.389 -0.127 -0.449
H -1.7922 -4.2249 0.6898 -0.168 -0.131 -0.097
H -1.7181 -4.4548 2.9596 0.131 -0.005 -0.058
H -2.2724 -2.1854 2.1604 0.143 -0.383 0.024
H -2.5076 -0.9471 0.4104 0.583 -0.592 -0.156
H -0.6621 -0.3359 1.7669 -0.050 -0.271 0.121
H 0.4323 -0.4090 3.8394 -0.182 -1.157 -0.372
H -1.0282 -1.3198 4.1243 -0.343 0.103 -0.391
H 0.2386 -3.2483 3.4830 0.027 -0.143 0.329
H -1.9318 1.7306 -2.7261 -0.434 -0.149 -0.015
H -1.8389 1.9271 -5.1769 -0.598 0.116 -0.249
H 0.1832 2.6437 -6.3013 -0.091 0.135 -0.409
H 2.1834 3.0557 -4.9594 0.518 0.026 -0.328
H 2.1085 2.9378 -2.5529 0.405 0.205 0.332
```
Positions in Å, forces in eV/Å.

# 4
Formula: C17H27NO5
Source: the OMol25 dataset
Level of theory: the ωB97M-V functional and the def2-TZVPD basis

As for the spin multiplicity: 1. The energy relative to the best compared isomer or geometry (same formula, charge and spin) is 1711.0 kJ/mol.

Structure (XYZ):
```
50
Properties=species:S:1:pos:R:3:forces:R:3
C -2.9434 -4.5275 0.5848 2.079 3.377 -6.981
C -1.6982 -3.5382 0.5978 -2.987 -3.108 -2.074
H -0.9249 -3.6602 -0.1793 -0.086 -1.000 0.519
H -1.3368 -3.6077 1.5704 1.039 0.624 1.778
O -2.3677 -2.4176 0.2260 -0.084 5.679 1.124
C -1.6251 -1.2454 0.5003 -0.267 1.846 -0.802
C -0.2973 -1.3687 0.8500 2.066 2.788 -2.333
C 0.5493 -0.0702 0.6236 -2.018 -2.624 3.401
C -0.0837 1.1725 0.5271 9.356 0.325 1.478
C -1.3643 1.2117 0.3822 -5.236 8.083 -0.284
C -2.2400 0.2997 0.2802 -4.477 -11.099 -0.987
O -3.6383 0.3050 -0.0943 3.400 -0.783 1.298
C -4.0049 -0.6333 -1.2625 -1.897 8.831 0.756
C -3.3214 0.1008 -2.3936 1.698 -11.303 -3.122
H -3.8176 -0.4824 -3.4158 1.419 1.963 2.454
H -3.4991 1.0599 -2.4155 -0.415 4.957 0.010
H -2.2503 -0.4109 -2.3583 -1.600 2.228 -0.525
H -3.9669 -1.5897 -0.9617 0.383 -3.322 0.286
H -4.9840 -0.0824 -1.2288 -0.218 -2.098 -0.494
O -1.8718 2.5867 0.4086 1.606 -0.669 -1.107
C -3.2632 2.8639 0.3335 2.088 1.221 10.778
C -3.4121 4.4480 0.9082 4.168 -1.917 -4.261
H -2.8270 5.0473 0.0207 -0.559 -1.287 2.241
H -2.8421 4.6063 1.8615 -1.321 -0.094 -0.862
H -4.3352 4.8258 0.6024 -2.070 0.463 1.053
H -3.6654 2.6853 -0.5216 -2.615 -0.893 -5.396
H -3.6618 2.0886 1.2192 0.014 2.315 -2.439
H 0.5597 2.2293 0.6934 -2.030 -3.162 -0.609
C 1.9524 -0.3053 1.1080 3.886 1.910 -2.850
O 2.5010 -1.2593 1.6908 -2.346 2.649 -1.183
N 2.8203 0.8258 0.4316 -1.105 -3.066 3.177
H 2.3399 1.3265 -0.2890 0.268 -0.034 -0.361
C 4.2946 0.7327 0.5255 -2.109 -0.503 0.617
C 4.7601 0.5322 1.9184 3.392 15.482 -1.614
H 5.8351 0.6357 1.9525 0.384 -0.256 -0.041
H 4.4333 1.7123 2.5321 0.604 -4.063 -1.173
H 4.4816 -0.2477 2.2540 -4.018 -9.725 5.157
C 4.7893 -0.4952 -0.0285 -3.662 -3.710 -6.705
O 4.4079 -0.4457 -1.6396 -1.844 -1.269 3.975
C 5.0827 0.4959 -2.3616 4.451 -10.300 0.876
H 5.1237 1.3476 -2.0489 -0.294 10.071 3.274
H 4.7423 0.2682 -3.2447 -1.596 0.124 -5.429
H 6.1696 0.0966 -2.3339 -0.680 1.014 -0.519
H 4.2926 -1.5628 0.1427 1.251 2.780 0.452
H 5.7782 -0.5128 -0.2629 3.255 -0.344 0.702
H 4.7540 1.5544 0.0117 0.094 0.626 0.014
H 0.3690 -2.2965 0.8718 -1.496 1.408 0.292
H -3.6309 -4.4327 1.2675 -3.228 1.194 4.259
H -2.5966 -5.4385 0.5868 1.695 -5.261 0.092
H -3.5663 -4.4281 -0.4431 1.661 -0.066 2.088
```
Positions in Å, forces in eV/Å.

Q: What is the energy relative to the best compared isomer or geometry (same formula, charge and spin) in the second record?
A: 73.4 kJ/mol

Q: What is the energy relative to the best compared isomer or geometry (same formula, charge and spin) in the second record?
A: 73.4 kJ/mol

Q: Look up the spin multiplicity of the third one.
A: 1